Density functional theory data (the ωB97M-V functional and the def2-TZVPD basis) for 10 unconnected molecules or ions with the total composition C39H74F12N11O24S12.

The geometry in ORCA input format:
```
! RIJCOSX wB97M-V def2-TZVPD def2/J DEFGRID3
* xyz 0 2
C -9.6607 1.6415 -6.6466
N -8.9148 2.2451 -5.5406
C -7.5755 2.0729 -5.3885
C -6.9501 2.6177 -4.2584
C -7.6516 3.4550 -3.3614
C -9.0861 3.4874 -3.4888
C -9.6453 2.9291 -4.6474
C -6.9749 4.3182 -2.4222
C -5.8786 3.8065 -1.6911
C -5.2039 4.6095 -0.7727
N -5.5663 5.9012 -0.6171
C -6.6228 6.4274 -1.3126
C -7.4398 5.5996 -2.1076
C -4.8372 6.6833 0.4664
H -9.0775 0.8139 -7.0506
H -9.7856 2.4737 -7.3394
H -10.6916 1.3635 -6.4276
H -7.0981 1.5208 -6.1845
H -5.8707 2.5824 -4.2594
H -9.5921 4.0406 -2.7114
H -10.7053 3.0977 -4.7669
H -5.6460 2.7536 -1.7524
H -4.4054 4.1411 -0.2165
H -6.8284 7.4834 -1.2175
H -8.2557 5.9457 -2.7248
H -5.4016 6.5407 1.3879
H -4.8575 7.7252 0.1469
H -3.8560 6.2188 0.5645
C 2.3334 1.3487 4.9249
C 1.8165 0.9686 3.5152
C 0.4938 1.6419 3.0404
N 0.0452 1.2631 1.5894
C -0.4012 -0.2827 1.4717
C -1.6580 -0.5746 2.3839
C -2.7869 0.4588 2.2639
C -2.5154 1.9160 2.0567
C -1.1810 2.1871 1.1626
C 1.1953 1.4669 0.4891
H 2.2236 2.4224 5.0774
H 3.3870 1.0886 5.0275
H 1.6759 0.9678 5.7064
H 1.7683 -0.1099 3.3648
H 2.6202 1.4315 2.9425
H 0.7276 2.6999 2.9221
H -0.4054 1.3494 3.5827
H 0.4797 -0.8426 1.7860
H -0.7122 -0.4304 0.4375
H -1.2284 -0.8310 3.3523
H -2.0872 -1.5029 2.0068
H -3.5178 0.2662 3.0493
H -3.3375 0.2162 1.3550
H -2.5486 2.4124 3.0265
H -3.3425 2.2804 1.4474
H -0.9401 3.2501 1.1694
H -1.4600 1.9943 0.1267
H 2.1071 0.9289 0.7483
H 1.2951 2.5248 0.2466
H 0.8333 0.9510 -0.4002
C -1.0530 -7.2850 -5.3527
C -1.2237 -6.3670 -4.1495
C -2.7276 -6.1459 -3.7534
N -2.9909 -5.6850 -2.2949
C -2.2494 -4.3268 -2.0007
C -2.4771 -3.8166 -0.6148
C -1.9932 -4.8285 0.3596
C -2.6523 -6.2339 0.2203
C -2.5173 -6.7138 -1.2478
C -4.5463 -5.4840 -2.3031
H -1.7396 -7.0248 -6.1584
H -1.2971 -8.3114 -5.0789
H -0.0779 -7.1693 -5.8258
H -0.7531 -5.3895 -4.2546
H -0.6679 -6.8485 -3.3450
H -3.3230 -7.0559 -3.8276
H -3.1956 -5.3959 -4.3911
H -1.1807 -4.3551 -2.2133
H -2.5414 -3.6354 -2.7912
H -2.0154 -2.8476 -0.4251
H -3.5388 -3.5929 -0.5109
H -0.9159 -4.9933 0.3789
H -2.1207 -4.3668 1.3388
H -2.1549 -6.9080 0.9177
H -3.7228 -6.2100 0.4245
H -1.4636 -6.8084 -1.5105
H -2.9923 -7.6896 -1.3496
H -5.0512 -6.4185 -2.5480
H -4.8128 -4.5817 -2.8534
H -4.8676 -5.3240 -1.2739
C 6.6502 -0.1429 3.6484
C 7.8769 0.5946 3.0287
C 9.0817 1.0014 3.8948
N 10.4173 1.1624 3.1253
C 10.7492 -0.1209 2.2791
C 12.1674 -0.0207 1.6403
C 13.2468 0.2758 2.6460
C 12.8853 1.5231 3.5067
C 11.5201 1.4273 4.2414
C 10.4021 2.4376 2.2675
H 6.1246 0.3821 4.4460
H 7.0803 -1.0921 3.9681
H 5.9225 -0.2984 2.8520
H 7.5900 1.4607 2.4323
H 8.1739 -0.0575 2.2073
H 9.2003 0.2293 4.6551
H 8.9472 1.9011 4.4952
H 10.7389 -0.9929 2.9329
H 9.9702 -0.1950 1.5204
H 12.3555 -0.9233 1.0590
H 12.3127 0.8069 0.9459
H 13.3880 -0.6274 3.2396
H 14.1981 0.3998 2.1286
H 13.7028 1.6869 4.2088
H 12.9220 2.4676 2.9639
H 11.5231 0.5374 4.8707
H 11.1443 2.3343 4.7150
H 9.3860 2.6148 1.9151
H 11.0995 2.4367 1.4298
H 10.6610 3.2667 2.9261
N -7.0153 -2.2405 2.1591
S -6.2852 -1.1450 2.9917
O -6.1502 0.1961 2.4916
O -5.2990 -1.6447 3.9018
F -7.5808 -0.8925 3.9951
S -5.5916 -2.7301 1.3205
O -4.9904 -3.9893 1.7549
O -4.5999 -1.7827 0.8868
F -6.2743 -3.1361 -0.0499
N -2.1823 6.0310 -1.2440
S -0.8244 5.6006 -1.1905
O 0.1702 6.5635 -1.6900
O -0.4401 4.1862 -1.2157
F -0.8629 5.8108 0.4492
S -2.3864 5.5280 -2.8180
O -2.6760 4.1369 -3.0625
O -1.8279 6.3509 -3.8508
F -3.8491 6.1238 -2.9195
N 2.0326 -2.0819 -3.2605
S 1.1553 -2.0924 -2.0500
O 1.1383 -3.3883 -1.3791
O 0.0108 -1.2147 -1.9924
F 2.1584 -1.3188 -0.9360
S 0.8212 -2.3663 -4.4348
O 0.7422 -1.3149 -5.4209
O -0.3973 -3.0863 -4.0141
F 1.6102 -3.5459 -5.2313
N 4.0901 -4.5364 1.7468
S 3.0354 -5.3203 2.5452
O 1.7517 -5.5615 1.8586
O 2.9738 -5.2623 4.0002
F 3.7093 -6.8094 2.3810
S 3.6385 -3.0730 2.4726
O 4.3007 -2.7698 3.7014
O 2.3447 -2.4779 2.1861
F 4.5637 -2.1040 1.4947
N 3.6711 3.8581 1.2953
S 4.6725 3.8244 2.6680
O 5.6958 4.8683 2.6300
O 5.0505 2.5735 3.3627
F 3.6499 4.4299 3.7944
S 4.6007 2.9664 0.5441
O 4.3631 1.5410 0.8055
O 5.9603 3.3117 0.1469
F 3.8770 3.0368 -0.8936
N -4.4772 0.4039 -2.9690
S -5.6128 -0.7268 -2.5136
O -6.5276 -0.4542 -1.4357
O -5.1989 -2.1010 -2.6493
F -6.6063 -0.6696 -3.8029
S -3.7456 0.3241 -1.6600
O -3.0376 -0.8885 -1.3043
O -4.2428 1.3087 -0.6580
F -2.4818 1.1317 -2.2264
*
```

Calculated values
- E_HOMO (spin up / spin down) (Eh) = -0.282 / -0.282
- molar mass (g/mol) = 1693.85
- LUMO energy (spin up / spin down) (eV) = -3.7 / -5.9

Mulliken atomic charge list, values in e, 6 entries:
1. C -0.929
2. N 0.098
3. C -0.346
4. C -0.694
5. C 0.574
6. C -0.821